[1]
Computed, not measured: C28H23BrN6OPtSeSi as an isolated structure at a distorted geometry, with the ωB97M-V functional and the def2-TZVPD basis.

HOMO energy (alpha / beta) in eV: -6.94 / -6.94
HOMO-LUMO gap (alpha / beta) in eV: 4.97 / 4.96
Electronic energy in eV: -186909.0424
Strongest force on any atom in eV Å⁻¹: 1.55
Multiplicity: 1

Structure (XYZ):
```
62
Properties=species:S:1:pos:R:3:nbo_charge:R:1
Pt 0.678 -0.307 -2.257 0.456
Br 5.660 1.277 5.057 0.049
C 3.802 1.638 4.970 -0.087
C 3.310 2.442 3.952 -0.248
C 1.947 2.672 3.866 -0.167
C 1.067 2.108 4.796 0.052
C 1.593 1.361 5.841 -0.201
C 2.957 1.111 5.924 -0.235
N -0.352 2.346 4.815 -0.169
N -1.025 2.638 3.796 -0.097
C -0.760 2.183 2.479 -0.027
C -1.109 3.057 1.475 -0.142
C -0.788 2.834 0.138 -0.336
C -0.147 1.680 -0.272 0.457
O 0.145 1.508 -1.535 -0.727
C 0.126 0.681 0.749 0.030
N 0.697 -0.479 0.336 -0.455
C 0.928 -1.431 1.199 0.044
C 0.540 -1.338 2.549 -0.251
C -0.050 -0.188 2.984 -0.166
C -0.219 0.908 2.102 -0.014
H 3.985 2.883 3.231 0.229
H 1.562 3.311 3.082 0.224
H 0.913 0.948 6.578 0.228
H 3.360 0.513 6.732 0.229
H -1.593 3.981 1.773 0.226
H -1.055 3.553 -0.627 0.230
H 1.406 -2.333 0.818 0.183
H 0.684 -2.178 3.218 0.220
H -0.417 -0.128 3.997 0.225
Se 4.881 -1.003 -1.621 1.045
N 4.934 -2.688 -2.125 -0.611
C 3.734 -2.978 -2.579 0.133
C 3.280 -4.232 -3.097 -0.170
C 1.997 -4.303 -3.495 -0.244
C 1.103 -3.177 -3.391 0.101
N 1.461 -2.026 -2.923 -0.406
C 2.783 -1.903 -2.526 0.234
N 3.188 -0.754 -2.052 -0.641
H 3.952 -5.080 -3.159 0.240
H 1.603 -5.226 -3.899 0.237
H 0.072 -3.265 -3.704 0.226
C -1.751 -1.170 -4.550 -1.146
Si -1.517 -0.837 -2.721 1.435
C -1.882 -2.369 -1.689 -1.139
C -2.833 0.389 -2.200 -0.420
C -3.077 0.650 -0.848 -0.221
C -4.087 1.517 -0.448 -0.206
C -4.895 2.127 -1.399 -0.212
C -4.671 1.884 -2.748 -0.222
C -3.644 1.033 -3.141 -0.210
H -2.723 -1.642 -4.747 0.233
H -0.967 -1.820 -4.951 0.222
H -1.704 -0.229 -5.106 0.246
H -2.849 -2.809 -1.966 0.235
H -1.930 -2.085 -0.633 0.243
H -1.111 -3.140 -1.787 0.214
H -2.474 0.164 -0.085 0.206
H -4.243 1.713 0.607 0.214
H -5.696 2.789 -1.090 0.211
H -5.299 2.356 -3.496 0.209
H -3.481 0.861 -4.201 0.204
```

***

[2]
Computed, not measured: C28H23ClN5O4PSZr as an isolated structure, with the ωB97M-V functional and the def2-TZVPD basis.

HOMO energy in eV: -12.20
HOMO-LUMO gap in eV: 4.63
Electronic energy in eV: -78963.3464
Strongest force on any atom in eV Å⁻¹: 0.21
Net charge: +2
Multiplicity: 1

Structure (XYZ):
```
64
Properties=species:S:1:pos:R:3:nbo_charge:R:1
Zr -0.781 -0.831 -0.494 1.984
Cl -0.907 -0.368 2.184 0.061
C 0.664 -0.596 3.009 0.116
C 0.628 -0.672 4.383 -0.245
C 1.835 -0.886 5.040 -0.137
C 3.017 -1.018 4.325 -0.173
C 3.013 -0.932 2.941 -0.140
C 1.820 -0.710 2.254 -0.465
P 1.755 -0.578 0.462 0.847
C 3.118 -1.448 -0.292 -0.440
C 2.909 -2.769 -0.694 -0.111
C 3.962 -3.491 -1.234 -0.207
C 5.208 -2.895 -1.375 -0.140
C 5.413 -1.578 -0.979 -0.190
C 4.371 -0.847 -0.435 -0.184
C 1.865 1.191 0.058 -0.297
C 1.618 2.177 1.014 -0.242
C 1.525 3.510 0.627 -0.211
C 1.682 3.861 -0.711 -0.196
C 1.943 2.882 -1.664 -0.200
C 2.027 1.549 -1.286 -0.244
H -0.301 -0.585 4.929 0.259
H 1.840 -0.961 6.119 0.257
H 3.947 -1.197 4.847 0.255
H 3.936 -1.049 2.386 0.246
H 1.936 -3.236 -0.585 0.221
H 3.808 -4.515 -1.546 0.247
H 6.027 -3.461 -1.798 0.246
H 6.388 -1.123 -1.093 0.245
H 4.532 0.179 -0.127 0.227
H 1.519 1.916 2.061 0.241
H 1.359 4.275 1.373 0.252
H 1.636 4.902 -1.005 0.249
H 2.104 3.160 -2.698 0.246
H 2.249 0.790 -2.029 0.247
C -2.077 4.532 -1.580 -0.683
C -1.711 3.384 -2.438 0.382
N -1.632 3.372 -3.728 -0.185
N -1.289 2.097 -4.061 -0.318
C -1.150 1.305 -3.013 0.272
S -0.755 -0.360 -2.988 -0.093
N -1.417 2.109 -1.962 -0.220
N -1.316 1.670 -0.636 -0.687
H -2.195 5.409 -2.211 0.294
H -1.304 4.730 -0.836 0.245
H -3.024 4.350 -1.067 0.259
H -1.197 1.842 -5.036 0.465
H -0.539 2.174 -0.189 0.437
H -2.173 1.933 -0.150 0.420
O -7.729 -1.698 0.631 -0.681
C -6.954 -2.648 0.490 0.720
O -7.054 -3.875 0.436 -0.666
C -5.472 -2.175 0.344 0.070
C -5.121 -0.860 0.642 -0.207
C -3.816 -0.467 0.501 0.037
N -2.849 -1.299 0.050 -0.665
C -3.200 -2.594 -0.218 0.052
C -4.475 -3.065 -0.074 -0.155
C -2.078 -3.470 -0.667 0.764
O -2.078 -4.615 -0.916 -0.403
O -0.897 -2.679 -0.764 -0.851
H -5.909 -0.191 0.969 0.291
H -3.510 0.541 0.765 0.178
H -4.746 -4.098 -0.263 0.305
```

***

[3]
Computed, not measured: C28H23FN6O5Os as an isolated structure at a distorted geometry, with the ωB97M-V functional and the def2-TZVPD basis.

Expectation value of S²: 6.026
HOMO energy (alpha / beta) in eV: -7.86 / -8.42
HOMO-LUMO gap (alpha / beta) in eV: 7.63 / 6.87
Electronic energy in eV: -53770.5090
Strongest force on any atom in eV Å⁻¹: 2.40
Multiplicity: 5

Structure (XYZ):
```
64
Properties=species:S:1:pos:R:3:nbo_charge:R:1
Os 6.174 10.332 13.617 1.873
C 5.341 8.522 17.716 -0.696
C 5.316 9.506 16.573 0.568
O 5.190 9.086 15.396 -0.633
C 5.377 10.889 16.922 -0.436
C 5.410 11.969 16.087 0.327
C 5.078 13.330 16.616 -0.654
N 5.701 11.879 14.749 -0.424
N 5.557 13.096 14.072 -0.366
C 5.482 12.924 12.823 0.520
O 5.467 11.701 12.256 -0.696
C 5.492 14.146 11.973 -0.040
C 5.228 15.366 12.583 -0.183
C 5.355 16.548 11.869 -0.215
C 5.761 16.500 10.535 -0.204
C 6.017 15.283 9.923 -0.202
C 5.877 14.096 10.645 -0.208
H 5.447 7.505 17.349 0.240
H 4.419 8.601 18.287 0.237
H 6.153 8.760 18.391 0.234
H 5.269 11.097 17.972 0.219
H 4.901 13.258 17.685 0.218
H 4.187 13.710 16.130 0.243
H 5.857 14.051 16.406 0.246
H 4.949 15.383 13.624 0.228
H 5.164 17.501 12.335 0.215
H 5.870 17.409 9.965 0.212
H 6.317 15.251 8.885 0.212
H 6.064 13.140 10.183 0.228
C 8.974 6.427 7.600 -0.625
C 9.414 7.868 7.432 -0.025
C 10.908 7.958 7.192 -0.400
C 11.337 9.400 7.013 -0.425
C 10.954 10.185 8.225 -0.011
C 11.676 11.292 8.618 -0.232
C 11.296 12.014 9.745 0.394
F 12.002 13.104 10.078 -0.311
C 10.237 11.638 10.512 -0.242
C 9.496 10.509 10.145 -0.066
C 8.355 10.114 11.005 0.521
O 8.142 10.742 12.060 -0.651
C 7.576 9.032 10.494 -0.367
C 7.976 8.400 9.341 0.175
N 9.065 8.677 8.634 -0.337
C 9.842 9.796 9.005 0.135
C 6.356 8.474 11.069 0.811
O 5.638 7.715 10.470 -0.580
O 6.080 8.824 12.376 -0.758
H 9.435 5.836 6.811 0.228
H 7.903 6.270 7.516 0.225
H 9.297 6.010 8.543 0.225
H 8.910 8.312 6.564 0.202
H 11.130 7.360 6.311 0.224
H 11.442 7.500 8.025 0.215
H 10.846 9.817 6.130 0.219
H 12.408 9.485 6.836 0.230
H 12.525 11.622 8.041 0.231
H 9.954 12.179 11.401 0.262
H 7.363 7.591 8.981 0.246
N 12.027 11.541 15.843 -0.400
C 10.935 11.152 15.787 0.434
N 9.698 10.713 15.893 -0.612
C 8.722 10.340 15.239 0.695
N 7.705 9.899 14.818 -0.694
```

***

[4]
Computed, not measured: C28H23FeN7O4S2Se as an isolated structure, with the ωB97M-V functional and the def2-TZVPD basis.

Expectation value of S²: 0.872
HOMO energy (alpha / beta) in eV: -10.78 / -10.78
HOMO-LUMO gap (alpha / beta) in eV: 6.73 / 6.18
Electronic energy in eV: -169430.0718
Strongest force on any atom in eV Å⁻¹: 0.99
Net charge: +1
Multiplicity: 2

Structure (XYZ):
```
66
Properties=species:S:1:pos:R:3:nbo_charge:R:1
Fe -0.759 0.725 0.861 1.129
N -1.049 -0.653 2.699 -0.808
C -2.404 -0.344 3.205 -0.243
C -3.360 -0.253 2.027 -0.236
N -2.817 0.731 1.061 -0.780
H -0.929 -1.648 2.541 0.385
H -0.344 -0.400 3.384 0.398
H -2.351 0.627 3.694 0.236
H -2.760 -1.070 3.938 0.216
H -4.361 0.037 2.350 0.226
H -3.457 -1.209 1.522 0.198
H -2.935 1.654 1.475 0.414
H -3.352 0.744 0.198 0.416
S 3.923 3.012 -4.279 0.473
C 4.544 4.537 -3.838 -0.384
C 4.006 4.987 -2.671 -0.248
C 3.072 4.075 -2.122 -0.201
C 2.915 2.947 -2.885 -0.264
C 2.053 1.797 -2.622 -0.062
C 1.336 1.724 -1.413 0.105
N 0.532 0.735 -1.083 -0.509
C 0.406 -0.296 -1.937 0.197
C 1.055 -0.326 -3.176 -0.075
C 0.865 -1.460 -4.035 -0.161
C 0.101 -2.499 -3.645 -0.187
C -0.540 -2.508 -2.359 0.006
C -1.310 -3.587 -1.915 -0.129
C -1.878 -3.555 -0.660 -0.092
C -1.642 -2.403 0.113 0.137
N -0.944 -1.350 -0.267 -0.507
C -0.392 -1.405 -1.506 0.129
C -2.695 -4.645 -0.120 -0.253
C -3.303 -4.727 1.106 -0.219
C -4.026 -5.931 1.288 -0.250
C -3.957 -6.744 0.199 -0.386
S -3.020 -6.057 -1.048 0.481
C 1.880 0.756 -3.510 -0.105
H 5.270 5.025 -4.466 0.253
H 4.264 5.933 -2.219 0.240
H 2.521 4.276 -1.215 0.222
H 1.432 2.518 -0.683 0.216
H 1.357 -1.467 -4.999 0.235
H -0.034 -3.358 -4.290 0.231
H -1.437 -4.446 -2.563 0.234
H -2.052 -2.380 1.108 0.168
H -3.245 -3.964 1.868 0.206
H -4.569 -6.182 2.186 0.239
H -4.410 -7.712 0.062 0.256
H 2.380 0.758 -4.471 0.234
O 2.732 3.401 4.649 -0.657
C 3.460 2.650 3.838 0.778
O 4.658 2.600 3.890 -0.555
C 2.730 1.837 2.817 -0.233
C 3.358 1.000 1.917 0.062
N 2.405 0.439 1.158 -0.298
N 1.184 0.850 1.514 -0.305
C 1.368 1.706 2.511 0.047
C 0.121 2.337 3.028 0.777
O 0.121 3.046 4.015 -0.595
O -0.922 2.020 2.325 -0.731
H 1.762 3.315 4.494 0.511
H 4.407 0.788 1.789 0.264
H 2.514 -0.219 0.404 0.434
Se -1.390 3.013 -0.156 0.074
C -1.135 3.070 -1.972 -0.015
N -0.953 3.130 -3.110 -0.337
```